Density functional theory data (ωB97M-V with the def2-TZVPD basis set) for an isolated molecule of C4H7N3.

Geometry as XYZ:
```
14
Properties=species:S:1:pos:R:3:lowdin_charge:R:1
N -0.91 2.32 -0.22 0.033
H -1.36 2.19 -1.12 0.070
H -0.12 2.94 -0.41 0.070
C -1.28 -0.08 0.37 -0.021
N 1.68 -1.94 -0.16 0.046
H -0.12 1.14 1.31 0.170
N -0.54 -1.15 0.26 0.108
C 0.82 -0.82 -0.10 -0.438
H -2.33 -0.11 0.65 0.133
C -0.34 1.06 0.21 -0.471
C 1.00 0.52 -0.24 -0.002
H -0.84 -2.09 0.48 0.160
H 2.62 -1.62 0.05 0.071
H 1.71 -2.35 -1.09 0.071
```

- LUMO energy (hartree) = 0.01109
- E_HOMO (eV) = -7.689
- F_max (eV/A) = 0.51

=====

Density functional theory data (ωB97M-V with the def2-TZVPD basis set) for a 4-piece molecular cluster, C2H12O3S2 overall.

Geometry as XYZ:
```
19
Properties=species:S:1:pos:R:3:lowdin_charge:R:1
H -1.15 0.10 -1.86 -0.232
H -1.92 2.18 -2.08 0.019
H -3.17 2.74 -2.76 0.038
C 1.71 1.17 -0.47 -0.186
H 2.31 -0.75 -1.39 0.051
H 2.09 -1.62 4.56 0.033
H -3.79 -2.40 1.02 0.032
S -0.43 -1.01 -2.08 0.358
H -3.01 -1.17 0.54 0.019
S 0.39 -1.22 -0.21 0.423
O -2.73 1.92 -2.54 -0.067
H 2.62 1.75 -0.57 0.071
O 2.18 -1.10 3.75 -0.069
H 1.28 -0.77 3.64 0.036
H 2.59 -0.63 0.38 0.070
O -3.15 -1.74 1.30 -0.067
C 1.94 -0.33 -0.45 -0.638
H 1.23 1.44 0.47 0.065
H 1.01 1.43 -1.26 0.042
```

- LUMO energy (hartree) = 0.01554
- E_HOMO (eV) = -9.044
- F_max (eV/A) = 0.55

=====

Density functional theory data (ωB97M-V with the def2-TZVPD basis set) for C23H20BrCl3N2O8STi as an isolated structure.

Geometry as XYZ:
```
59
Properties=species:S:1:pos:R:3:lowdin_charge:R:1
Ti 0.14 0.01 0.04 1.036
C -4.50 -6.74 -2.04 -0.044
H -4.58 -6.68 -3.12 0.088
H -1.81 -6.98 -2.28 0.119
C -2.54 4.87 -0.98 -0.035
C -0.44 -0.46 2.93 -0.789
Cl -3.15 -0.58 2.35 0.645
N 2.41 -2.78 2.19 0.181
Br 1.11 2.58 0.73 0.998
C -1.48 -4.06 -0.64 -0.278
H -1.49 6.64 -0.42 0.105
C -3.78 -4.64 -0.85 -0.022
H 1.10 -2.51 -2.33 0.127
H 4.28 -2.66 1.22 0.135
C -2.09 -6.07 -1.76 -0.029
O 1.57 -0.17 -3.65 0.129
C -1.45 1.29 -0.56 -0.164
C -0.39 3.49 0.02 -0.543
N -0.31 -1.64 -0.99 -0.264
H -2.60 -0.41 -1.15 0.079
H -0.39 -1.92 -3.11 0.134
O 1.02 -3.63 -0.15 -0.307
H -3.40 5.41 -1.37 0.112
O 1.82 -0.64 0.83 -0.171
H -5.47 -6.50 -1.62 0.077
H -4.49 3.33 -1.96 0.111
C -2.55 0.67 -1.10 -0.119
H 1.72 -2.15 2.67 0.124
C -3.66 1.40 -1.60 -0.073
H -0.06 -5.43 -1.48 0.114
H -3.08 -2.87 0.15 0.102
Cl -2.06 0.61 4.75 0.621
H -4.50 0.87 -2.02 0.103
C -1.10 -5.21 -1.31 -0.040
C 3.07 -0.95 0.63 -0.580
H -4.83 -4.42 -0.66 0.117
C 3.56 -1.99 1.67 -0.033
C 1.04 -0.40 -2.61 -0.549
C -2.81 -3.76 -0.40 -0.037
O -0.64 -2.48 1.25 -0.311
C -1.49 5.56 -0.45 -0.075
H 1.90 -3.23 1.41 0.094
O -0.45 0.26 1.89 -0.227
O 0.97 0.44 -1.57 -0.168
C -3.65 2.76 -1.57 -0.037
H 0.47 5.38 0.48 0.100
H 2.70 -3.50 2.85 0.168
C -0.38 4.85 0.06 -0.121
C -2.55 3.46 -1.02 -0.160
S -0.26 -2.95 -0.06 0.629
Cl -1.94 -2.27 4.35 0.625
O 3.82 -0.53 -0.21 0.122
H 4.01 -1.47 2.51 0.140
C 0.34 -1.72 -2.32 -0.113
H -4.26 -7.77 -1.78 0.083
C -1.86 -0.70 3.55 -1.490
C -1.45 2.72 -0.52 -0.196
C -3.44 -5.80 -1.54 -0.260
O 0.52 -0.90 3.55 0.014
```

- LUMO energy (hartree) = -0.01349
- E_HOMO (eV) = -8.108
- F_max (eV/A) = 0.68

=====

Density functional theory data (ωB97M-V with the def2-TZVPD basis set) for an isolated molecule of C5H14N2.

Geometry as XYZ:
```
21
Properties=species:S:1:pos:R:3:lowdin_charge:R:1
C -0.08 0.69 -0.96 -0.255
H 1.68 2.72 0.39 0.071
H -2.34 -2.00 -0.07 0.077
C -1.63 -2.06 0.76 -0.138
H -0.09 -0.11 -1.69 0.104
C 1.40 2.67 -0.66 -0.091
H -1.29 -3.08 0.64 0.063
H 1.82 0.68 -0.15 0.057
H -0.71 1.50 -1.39 0.108
H -1.95 0.21 -0.03 0.112
H 1.42 -0.81 0.99 0.072
H -0.89 0.96 1.11 0.103
H 0.88 -1.68 -0.45 0.087
H 0.44 3.07 -0.95 0.063
H 0.88 -2.59 0.98 0.078
C 0.71 -1.57 0.65 -0.121
H 2.14 3.17 -1.28 0.063
C -0.88 0.29 0.27 -0.163
H -2.19 -2.19 1.72 0.086
N 1.29 1.18 -0.84 -0.122
N -0.62 -1.04 0.95 -0.253
```

- LUMO energy (hartree) = 0.03965
- E_HOMO (eV) = -8.121
- F_max (eV/A) = 2.36

=====

Density functional theory data (ωB97M-V with the def2-TZVPD basis set) for C5H10HgOP as an isolated structure.

Geometry as XYZ:
```
18
Properties=species:S:1:pos:R:3:lowdin_charge:R:1
H -1.11 2.71 2.06 -0.173
H 1.11 2.18 1.99 -0.124
C 0.98 0.69 -1.14 -0.318
O -0.42 -0.46 2.50 -0.233
H 1.56 1.62 -1.26 -0.057
H -0.51 -1.37 2.81 0.031
H -0.10 0.13 3.21 0.018
H 0.18 3.55 0.37 -0.144
C 0.34 -1.86 0.14 -0.248
C -0.45 -1.10 -2.08 -0.361
Hg -0.68 0.04 0.13 0.712
H 0.67 -2.62 0.86 -0.023
H -1.05 -1.42 -2.94 0.062
P -0.07 2.37 1.15 0.582
H -0.59 -3.09 -1.37 0.070
C -0.25 -2.08 -1.07 -0.439
H 0.15 0.58 -3.19 0.063
C 0.24 0.13 -2.18 -0.418
```

- charge = -1
- LUMO energy (spin up / spin down) (hartree) = 0.12037 / 0.12220
- E_HOMO (spin up / spin down) (eV) = -1.156 / -0.771
- F_max (eV/A) = 2.39

=====

Density functional theory data (ωB97M-V with the def2-TZVPD basis set) for a 10-piece molecular cluster, C29H72F6NO31S11 overall.

Geometry as XYZ:
```
150
Properties=species:S:1:pos:R:3:lowdin_charge:R:1
H 7.00 -2.06 -0.84 0.070
C 0.11 -2.37 3.01 -0.095
H 4.71 -1.44 -4.97 0.080
H 0.37 4.04 -2.00 0.056
C -6.46 3.34 -1.41 -0.066
C 0.39 -3.23 -2.38 -0.062
H 0.42 -1.56 2.36 0.002
C -5.42 2.33 -1.91 -0.283
H -3.22 0.05 -2.66 0.064
H -3.00 -1.51 0.15 0.066
O 0.13 -0.83 5.17 -0.301
O 1.71 3.24 -4.13 -0.252
H -0.04 -3.91 -4.37 0.104
H 6.98 -3.59 0.12 0.074
H -4.70 1.24 3.75 0.112
H -1.48 -3.51 -3.59 0.122
O -0.10 -0.89 -0.52 -0.303
H -1.56 0.60 -2.78 0.073
H 5.00 2.77 -1.97 0.075
H 3.57 2.36 -4.00 0.097
C -0.50 -3.96 -3.38 -0.283
O 1.38 5.68 -3.96 -0.280
O 8.23 -3.77 -2.60 -0.275
H 3.21 -2.28 -4.80 0.070
H 4.28 -2.04 -2.67 0.098
H -1.14 7.78 3.03 0.068
O -2.64 -5.09 0.77 -0.287
H -7.40 2.90 -1.76 0.081
S 0.72 -2.07 4.71 0.654
H -4.27 6.18 0.70 0.080
O -2.14 -4.56 3.23 -0.270
C 3.32 1.79 2.56 -0.123
O 3.57 4.61 -3.40 -0.298
H -5.36 -5.09 1.94 0.052
H 4.47 0.45 3.37 -0.023
H 4.63 -3.18 -5.41 0.085
O 0.37 5.50 0.85 -0.289
O 5.55 3.12 3.08 -0.250
S 6.83 -3.90 -2.29 0.599
S -0.82 1.00 1.65 0.675
F 0.37 3.02 2.81 0.140
H -5.57 1.36 -1.44 0.111
C -3.69 -2.19 -0.35 -0.050
H -6.30 4.33 -1.83 0.084
C 4.76 1.44 -0.20 -0.271
H -5.11 -3.61 0.52 0.113
S -3.00 -4.57 2.08 0.628
H 5.25 0.51 0.11 0.105
H 1.12 0.91 -5.17 0.079
H 2.88 2.64 2.04 0.086
F 3.27 -1.20 -0.71 0.149
H 2.00 3.39 -1.38 0.055
C 2.71 -0.73 3.64 -0.319
C 5.20 1.77 -1.60 -0.046
H 6.28 1.67 -1.64 0.087
O 5.09 2.51 0.72 -0.228
C 6.56 -3.04 -0.71 -0.098
S 2.13 4.59 -3.37 0.619
O 6.17 -5.17 -2.33 -0.282
H -2.60 -1.22 4.04 0.032
O -0.91 -7.70 -3.09 -0.275
H -4.41 4.58 1.32 0.069
C -5.29 0.68 3.01 -0.248
C -0.62 2.19 3.11 -0.673
O 2.33 -1.82 4.47 -0.231
H 2.38 -0.82 2.60 0.028
F 3.07 -1.31 1.43 0.093
H -1.24 6.11 3.27 0.060
H -6.35 0.84 3.21 0.120
C -3.11 -0.95 4.96 -0.077
C -2.42 5.06 0.69 -0.235
C -3.97 5.15 0.50 -0.027
H -5.39 2.11 1.43 0.068
H -4.72 -5.13 3.60 0.052
H -0.97 -2.28 3.14 0.033
S -0.74 -6.54 -3.90 0.622
O -4.98 -0.70 3.20 -0.291
C 1.01 -6.49 -4.45 -0.097
C 2.51 2.08 -3.96 -0.292
H 0.40 6.93 3.38 0.074
C 4.29 -2.41 -4.72 -0.065
C -0.56 6.86 2.89 -0.110
O 6.08 -2.85 -3.24 -0.262
H 2.19 0.15 4.04 0.098
S 0.95 -0.14 0.16 0.584
O 0.07 7.93 0.54 -0.266
H 4.77 -1.28 3.16 0.091
H -2.55 0.88 -1.20 0.047
C 2.42 -1.40 0.27 -0.614
H -3.13 -2.94 -0.90 0.074
F -1.75 2.80 3.33 0.163
H -5.68 2.19 -2.96 0.107
H -2.27 4.66 1.70 0.090
H -6.49 3.45 -0.33 0.059
H 1.61 -6.34 -3.56 0.067
H 4.74 1.11 -2.34 0.069
H 3.00 0.89 2.06 0.027
H -3.79 1.39 1.67 0.050
O -4.10 2.83 -1.75 -0.277
H -4.28 -1.58 -1.04 0.069
F 1.88 -2.61 0.24 0.146
O -1.84 0.08 2.07 -0.285
O -3.69 2.28 -4.10 -0.291
S 5.10 2.03 2.27 0.660
H 3.68 1.31 -0.13 0.078
F -0.23 1.50 4.18 0.134
H 5.49 -2.98 -0.54 0.052
H -2.77 -1.50 5.84 0.079
O -1.58 -6.23 -5.04 -0.289
C 4.64 -2.84 -3.32 -0.270
O -5.06 -2.74 4.47 -0.280
H -4.19 4.81 -0.50 0.046
H 1.49 5.12 -1.16 0.054
O 5.72 0.72 2.36 -0.329
N 0.68 0.22 1.64 -0.300
H 2.40 1.63 -2.97 0.098
C -4.86 1.18 1.64 -0.041
H -5.17 -2.08 1.29 0.108
O -0.69 -5.27 -2.87 -0.263
H -1.98 4.32 0.01 0.099
C 1.42 4.22 -1.77 -0.092
O -3.58 -3.08 1.88 -0.276
C -4.47 -2.77 0.82 -0.270
H 4.51 -0.50 4.79 0.107
S -4.89 -1.33 4.69 0.634
S -0.39 6.69 1.11 0.611
C 2.19 1.08 -5.06 -0.048
H 0.65 -2.22 -2.71 0.078
O -1.86 3.29 -2.62 -0.260
H -5.00 0.45 0.84 0.072
C -4.54 -5.43 2.57 -0.100
H 2.49 1.46 -6.03 0.083
O 1.46 0.98 -0.61 -0.311
H 2.71 0.14 -4.84 0.053
C 4.22 -0.55 3.74 -0.071
O 0.57 -3.26 5.52 -0.283
O -1.16 1.91 0.57 -0.285
O -5.69 -0.54 5.57 -0.283
H 1.05 -5.64 -5.13 0.050
O -1.94 6.40 0.74 -0.261
H -4.50 -6.50 2.38 0.069
H 1.16 -7.45 -4.94 0.067
S -2.98 2.42 -2.86 0.628
H 4.17 -3.77 -3.00 0.117
H 0.40 -3.35 2.64 0.080
H 3.13 1.82 3.63 0.090
H -3.12 0.13 5.08 0.065
H 1.27 -3.85 -2.23 0.076
C -2.51 0.77 -2.28 -0.095
H -0.15 -3.18 -1.43 0.065
```

- charge = -1
- LUMO energy (hartree) = 0.06123
- E_HOMO (eV) = -8.481
- F_max (eV/A) = 3.91